(1)
# C4H4N2

A 3-piece molecular cluster, C4H4N2 overall (ωB97M-V with the def2-TZVPD basis set, OMol25).

XYZ file:
```
10
Properties=species:S:1:pos:R:3:forces:R:3:nbo_charge:R:1
C -0.036 -1.452 -0.577 -0.805 -1.250 0.292 -0.247
C -1.005 -1.561 0.124 0.371 -0.756 -0.622 -0.225
N -1.446 0.380 1.618 0.917 1.764 0.511 -0.001
N -0.736 1.221 1.679 -1.511 -1.320 0.389 -0.001
C 0.984 1.579 -0.089 0.588 0.097 -0.784 -0.225
C 1.030 0.724 -0.930 0.649 1.313 -0.089 -0.247
H 0.743 -1.705 -1.245 0.231 0.178 -0.025 0.231
H -1.850 -1.827 0.701 -0.164 0.222 0.135 0.242
H 1.036 2.426 0.542 -0.112 -0.035 0.265 0.242
H 1.281 0.215 -1.822 -0.165 -0.213 -0.073 0.231
```
Forces are in eV/Å.

Results
- Gap between HOMO and LUMO: 10.7 eV
- SMILES string: C#C.C#C.N#N
- Charge: 0
- Strongest force on any atom: 0.03992 Eh/bohr
- 2S+1: 1



(2)
# C22H29N3O2

C22H29N3O2 as an isolated structure (ωB97M-V with the def2-TZVPD basis set, OMol25).

XYZ file:
```
56
Properties=species:S:1:pos:R:3:forces:R:3:nbo_charge:R:1
C -3.096 -7.701 3.669 -2.271 0.342 0.436 -0.574
C -2.038 -7.110 4.492 -0.755 3.053 -5.823 -0.417
C -2.247 -5.671 4.573 7.579 3.330 -3.680 -0.373
C -1.049 -4.890 5.363 -1.791 -0.292 2.373 -0.069
O -1.311 -3.345 5.625 2.128 -2.409 -3.723 -0.526
C -0.847 -2.539 4.520 -0.496 -2.796 -0.529 0.379
C -0.976 -1.172 4.827 -2.750 -2.924 2.139 -0.311
C -1.041 -0.274 3.810 2.417 0.696 -0.747 -0.092
C -0.517 -0.590 2.521 -0.814 -2.429 4.220 -0.205
C -0.185 -1.954 2.363 -1.833 2.124 1.305 -0.141
C -0.399 -3.065 3.066 -3.065 10.094 9.099 -0.247
H -0.262 -3.953 2.833 1.341 -7.987 -2.087 0.190
H 0.166 -2.109 1.484 2.620 -1.254 -5.954 0.179
C -0.152 0.404 1.598 -0.207 7.803 2.620 0.623
O -0.017 1.658 2.024 -0.039 -4.702 -1.537 -0.657
N -0.142 0.180 0.309 -2.005 -6.352 1.063 -0.555
C -0.025 1.013 -0.672 0.931 -0.010 -10.088 0.151
C -0.194 0.390 -2.045 -1.043 -0.165 3.775 -0.191
C -0.196 0.938 -3.226 4.259 7.021 0.604 -0.235
C 0.432 2.360 -3.231 -5.075 0.214 0.441 0.176
C 0.429 3.037 -1.969 2.938 -0.546 -5.035 -0.293
C 0.475 2.232 -0.899 -1.251 0.973 7.307 -0.237
H 0.507 2.642 0.114 0.978 1.115 -0.294 0.249
H 0.999 3.967 -1.895 -0.866 0.116 0.138 0.206
N 0.187 3.055 -4.519 2.772 0.595 3.789 -0.404
C 1.090 2.450 -5.462 3.617 0.822 1.900 -0.301
C 2.643 2.981 -5.327 -3.008 -16.039 -6.001 -0.061
N 2.844 4.144 -5.494 2.340 16.816 2.184 -0.475
C 2.891 5.006 -6.697 -7.582 -10.211 0.220 -0.301
H 3.484 4.468 -7.341 1.227 -0.762 -2.011 0.209
H 3.014 5.917 -6.625 2.145 8.762 1.684 0.176
H 1.629 5.027 -7.106 3.434 -0.172 0.272 0.110
C 2.169 4.833 -4.319 -0.396 2.733 -2.222 -0.257
C 0.660 4.660 -4.291 7.155 -5.624 -15.326 -0.168
H 0.246 5.019 -5.260 0.009 0.349 0.874 0.189
H 0.134 4.815 -3.625 -8.412 3.713 11.903 0.157
H 2.418 4.527 -3.388 2.062 -1.794 2.608 0.202
H 2.562 5.887 -4.336 -1.047 -0.622 -0.073 0.211
H 3.066 2.382 -4.596 1.415 -0.527 2.215 0.183
H 3.239 2.385 -6.489 -1.613 1.002 2.972 0.083
H 0.820 2.877 -6.298 -1.463 1.664 -5.116 0.174
H 1.254 1.413 -5.627 -0.953 -1.184 0.647 0.206
H -0.236 0.670 -4.205 -0.906 -2.042 -2.203 0.221
H -0.553 -0.558 -2.063 -1.034 -3.391 0.419 0.172
H -0.634 -0.760 0.002 1.573 2.454 0.918 0.403
H -1.149 0.686 4.235 -0.620 1.556 -0.832 0.238
H -1.523 -1.020 5.904 1.817 0.009 -2.763 0.241
H -0.962 -5.291 6.513 -0.090 0.907 -3.042 0.200
H -0.171 -5.157 4.763 0.353 0.941 0.635 0.183
H -3.028 -5.270 4.917 -6.788 1.931 3.439 0.196
H -2.298 -5.088 3.516 0.539 -1.734 1.752 0.182
H -1.978 -7.505 5.348 0.393 -3.200 6.726 0.196
H -1.216 -7.367 3.925 2.755 -0.013 -0.664 0.196
H -2.935 -8.728 3.642 0.009 -2.096 -0.135 0.204
H -4.007 -7.525 4.297 -0.092 -0.160 -1.534 0.200
H -3.072 -7.370 2.614 -0.539 0.303 0.738 0.209
```
Forces are in eV/Å.

Results
- Gap between HOMO and LUMO: 7.0 eV
- Charge: 0
- Strongest force on any atom: 0.34662 Eh/bohr
- 2S+1: 1



(3)
# C3H7ClN

A 2-piece molecular cluster, C3H7ClN overall (ωB97M-V with the def2-TZVPD basis set, OMol25).

XYZ file:
```
12
Properties=species:S:1:pos:R:3:forces:R:3:nbo_charge:R:1
C -1.465 -0.589 0.081 2.489 0.456 -0.537 0.387
C 0.954 -0.652 0.277 -0.871 -3.838 2.054 -0.314
C -0.128 1.330 -0.121 -2.538 2.720 -3.711 -0.426
N -0.275 -0.061 -0.009 -3.617 -1.546 1.225 -0.362
Cl -2.808 0.290 -0.002 -1.299 -0.290 -0.003 0.272
H 0.480 -2.656 -0.595 -0.377 -0.268 -0.116 0.140
H 1.064 -0.908 1.362 0.163 0.589 -0.888 0.259
H 1.675 -0.086 -0.162 2.453 1.156 -0.991 0.235
H 0.866 -1.728 -0.206 0.482 0.286 -0.009 0.080
H 0.652 1.602 0.471 2.215 1.236 1.399 0.234
H -1.040 1.901 0.134 0.597 -0.468 0.163 0.242
H 0.025 1.556 -1.229 0.303 -0.034 1.413 0.253
```
Forces are in eV/Å.

Results
- Gap between HOMO and LUMO (spin up / spin down): 6.5 / 10.1 eV
- Charge: +1
- Strongest force on any atom: 0.10219 Eh/bohr
- 2S+1: 1



For the records above, the corresponding total energy values read -264.16382; -1169.81480; -632.93917 a.u..